This record from the Open Molecules 2025 dataset describes C6H14ClCoFeO2 as an isolated structure at a distorted geometry. The level of theory is ωB97M-V/def2-TZVPD.

Geometry (Å):
1 H -0.10887 -2.79356 0.57123
2 C -0.69750 -1.89859 0.22990
3 C -1.23805 1.64587 2.10758
4 H 1.01611 0.76180 4.04503
5 H 0.44220 2.45913 -0.13959
6 C 0.08172 1.54742 -0.60565
7 H -0.69509 -0.46107 -3.42958
8 Cl 1.95096 -3.31502 -2.16558
9 H 1.73971 1.88598 2.76266
10 C 0.89255 1.20840 3.04968
11 H 2.12938 0.87809 -0.42298
12 Co 0.48605 -1.94034 -1.51864
13 Fe -0.43985 0.10381 0.71021
14 H 1.25257 -0.44250 -1.54758
15 C 1.24057 0.74325 -1.09563
16 C -1.06495 -1.13822 -2.64853
17 O -2.36211 2.09372 2.09444
18 H 0.87130 0.36419 2.32166
19 H -1.01159 -1.47204 1.27422
20 H -1.90791 -0.67483 -2.11220
21 H 1.48538 1.25280 -2.06415
22 H -1.35417 -2.10525 -3.08846
23 H -0.75983 1.72732 -1.31243
24 O -0.35780 1.93998 3.15367
25 H -1.59075 -2.37033 -0.16931

As for the HOMO-LUMO gap (spin up / spin down): 0.14442 / 0.26157 Eh. The HOMO energy (spin up / spin down) comes out at -0.0198 / -0.2043 hartree. The charge is -1. The value obtained for the lowest unoccupied orbital energy (spin up / spin down) is 0.1247 / 0.0573 hartree. As for the expectation value of S²: 24.7717. Its spin multiplicity is 10.

This record from the Open Molecules 2025 dataset describes a 3-piece molecular cluster, C6H14ClN2O2 overall at a distorted geometry. The level of theory is ωB97M-V/def2-TZVPD.

Geometry (Å):
1 O 13.11725 -2.55629 10.91439
2 H 13.21674 -0.98898 7.53956
3 C 14.15822 -1.52969 7.63615
4 H 11.21902 3.53836 8.83480
5 N 10.33673 5.23360 9.57215
6 H 14.31301 -2.16705 6.76557
7 H 15.24084 -3.80059 10.05537
8 H 8.64481 5.17627 10.78965
9 C 11.30458 4.63582 8.81350
10 H 12.30082 -1.67224 9.14936
11 C 10.23655 6.71406 9.71652
12 H 9.21169 7.05759 9.57599
13 H 15.41230 -3.86273 8.31993
14 Cl 10.97481 0.73932 8.89687
15 H 10.14285 4.70033 11.48313
16 H 16.15909 -2.59319 9.31512
17 H 10.81838 7.21203 8.94089
18 H 9.32887 3.57622 10.30162
19 C 9.54973 4.60847 10.57326
20 H 14.89948 -0.73147 7.67478
21 O 12.14056 5.27653 8.10532
22 C 13.12135 -2.10817 9.74004
23 C 15.25601 -3.18285 9.15745
24 N 14.11219 -2.32953 8.92125
25 H 10.61362 6.99539 10.69977

As for the HOMO-LUMO gap: 0.27366 Eh. The HOMO energy comes out at -0.1578 hartree. Its energy above the lowest of the compared OMol25 structures with the same formula, charge and spin is 61.4 kcal/mol. The charge is -1. The value obtained for the lowest unoccupied orbital energy is 0.1158 hartree.

This record from the Open Molecules 2025 dataset describes the molecule C6H14ClNO at a distorted geometry. The level of theory is ωB97M-V/def2-TZVPD.

Geometry (Å):
1 H -0.56257 -1.44888 -0.05746
2 N 1.23062 -0.59218 -0.51818
3 C -0.28184 0.96611 0.77882
4 H 2.16902 0.84598 2.06814
5 C 1.10074 0.46830 0.42470
6 C -2.68738 1.15841 -0.25281
7 O 1.86800 0.17968 1.52350
8 H -0.91185 2.35030 -0.92655
9 H -3.03814 1.87712 0.58241
10 H 3.17940 -1.14890 0.33968
11 C -1.12126 1.36850 -0.45314
12 H 0.45972 -2.53958 -0.94572
13 H -3.10449 1.28331 -1.21094
14 Cl 1.84996 1.90413 -0.35338
15 H -0.20782 1.91222 1.46197
16 H -0.82368 0.08475 1.21604
17 H 2.71424 -1.97131 -1.23744
18 H 0.74683 -2.11691 0.90159
19 C 0.43883 -1.77465 -0.11133
20 H 3.16538 -0.17532 -1.28271
21 H -0.95346 0.50126 -1.29662
22 C 2.62653 -0.90140 -0.65461
23 H -2.76771 0.14952 0.06407

As for the HOMO-LUMO gap: 0.36996 Eh. The HOMO energy comes out at -0.3396 hartree. Its energy above the lowest of the compared OMol25 structures with the same formula, charge and spin is 28.8 kcal/mol. The charge is 0. The value obtained for the lowest unoccupied orbital energy is 0.0303 hartree.

This record from the Open Molecules 2025 dataset describes a 2-piece molecular cluster, C6H14ClNO overall at a distorted geometry. The level of theory is ωB97M-V/def2-TZVPD.

Geometry (Å):
1 H 2.77964 -1.24602 0.06143
2 C -0.10417 -1.68815 -1.43309
3 C 1.44686 1.07187 0.75994
4 H 2.40462 0.53696 0.86487
5 C -2.48232 1.58433 0.76169
6 H 0.28091 -1.38582 -2.42151
7 H 0.00322 -2.69391 -1.07555
8 H -1.95993 0.86144 1.61072
9 H -1.02222 -1.24433 -1.29320
10 H -2.67754 2.44529 1.42201
11 C -1.34553 2.03599 -0.19059
12 H -1.77963 2.47450 -1.08780
13 H -3.28406 1.17009 0.30235
14 H 0.80926 1.17754 1.73287
15 O -0.64263 0.86045 -0.59619
16 H -0.73808 2.71921 0.31931
17 H 1.38426 -2.32548 0.66634
18 C 0.50512 0.37773 -0.17605
19 C 1.86385 -1.73367 -0.18625
20 Cl 0.26938 -3.80959 1.38916
21 N 0.78788 -0.87281 -0.55948
22 H 1.38015 2.02085 0.15928
23 H 2.12094 -2.33647 -1.03025

As for the HOMO-LUMO gap (spin up / spin down): 0.19757 / 0.20511 Eh. The HOMO energy (spin up / spin down) comes out at -0.1678 / -0.3255 hartree. Its energy above the lowest of the compared OMol25 structures with the same formula, charge and spin is 0.0 kcal/mol. The charge is 0. The value obtained for the lowest unoccupied orbital energy (spin up / spin down) is 0.0298 / -0.1204 hartree. As for the expectation value of S²: 2.0097. Its spin multiplicity is 3.

This record from the Open Molecules 2025 dataset describes a 2-piece molecular cluster, C6H14ClNOS overall at a distorted geometry. The level of theory is ωB97M-V/def2-TZVPD.

Geometry (Å):
1 C 1.19746 -1.81960 -0.29513
2 C 0.00438 2.44014 0.62496
3 Cl -4.67760 -1.03656 -0.25753
4 H 2.03860 -1.03537 -0.65109
5 C -1.32132 -2.22640 -0.03231
6 H -2.08240 -1.97337 0.64715
7 C 0.49101 1.12405 -0.03200
8 H -0.66273 3.08183 -0.05218
9 S -4.33936 0.75442 0.50255
10 N -0.49445 0.06838 0.13673
11 C -0.20834 -1.15430 -0.04150
12 H 1.03503 -2.50289 -1.09023
13 H 1.70570 2.14315 -1.29906
14 H 1.44210 0.82245 0.54801
15 O -3.03078 0.55019 1.36095
16 H -1.68090 -2.25326 -1.05826
17 C 0.82758 1.52108 -1.44348
18 H -0.54889 2.27837 1.52783
19 H 0.88461 3.05374 0.84902
20 H 0.16749 2.00342 -2.19306
21 H 1.48783 -2.32544 0.61586
22 H -0.78472 -3.08717 0.34500
23 H 1.23381 0.56386 -1.96568
24 H -2.15109 0.45041 0.93026

As for the HOMO-LUMO gap: 0.32655 Eh. The HOMO energy comes out at -0.2992 hartree. Its energy above the lowest of the compared OMol25 structures with the same formula, charge and spin is 0.0 kcal/mol. The charge is 0. The value obtained for the lowest unoccupied orbital energy is 0.0273 hartree.

This record from the Open Molecules 2025 dataset describes an isolated ion of composition C6H14F3N2Si and charge +1 at a distorted geometry. The level of theory is ωB97M-V/def2-TZVPD.

Geometry (Å):
1 H 1.14193 -0.04151 -2.67563
2 H -0.07657 1.13013 -2.43096
3 H -3.20224 0.55222 -0.48970
4 C -1.28575 -1.77737 -0.75725
5 Si -0.02969 -0.50409 -0.42525
6 N 1.30864 -0.99431 0.62345
7 C -0.67761 2.30191 0.54123
8 H 0.58248 -2.80733 0.94131
9 C 2.39454 -0.01359 0.79753
10 N -2.68261 1.37472 -0.26996
11 F -1.35422 3.25769 1.11297
12 H 0.49122 -1.94239 2.45613
13 C 0.65558 0.54745 -1.93739
14 H 3.30921 -0.50830 0.98812
15 H -1.03430 -2.61202 -1.56586
16 F -0.18606 2.88510 -0.61656
17 H 1.37994 1.20226 -1.52318
18 C -1.51960 1.18454 0.14004
19 H -3.13289 2.19280 -0.01735
20 F 0.28152 1.82827 1.34426
21 C 1.07635 -2.06139 1.49241
22 H 1.92755 -2.53307 1.89455
23 H 2.10576 0.66551 1.55829
24 H -2.40506 -1.54052 -1.08037
25 H -1.58323 -2.30573 0.08483
26 H 2.51510 0.51904 -0.18566

As for the HOMO-LUMO gap: 0.28843 Eh. The HOMO energy comes out at -0.4653 hartree. The charge is +1. The value obtained for the lowest unoccupied orbital energy is -0.1769 hartree.

- Which formula does entry 2 have?
  C6H14ClN2O2

- What is the charge in the fifth record?
  0

- charge of number 3 (C6H14ClNO)?
  0